[1]
The following is a DFT calculation (ωB97M-V/def2-TZVPD) of a single C5H7N3O2S molecule at a distorted geometry.

Computed properties:
Electronic energy, eV: -24695.1746
Maximum force, eV Å⁻¹: 3.64
Structure (SMILES): CSc1n[nH]c(C)c1[N+](=O)[O-]
HOMO, eV: -8.9
Charge: 0

Last column: natural (NBO) charge in e.
CARTESIAN COORDINATES (ANGSTROEM)
C1 1.1446 -3.3162 0.0447  -0.740
S1 1.9199 -1.6240 -0.0904  0.338
C2 0.4196 -0.7253 0.0504  0.037
N1 -0.8105 -1.1980 0.0436  -0.314
N2 -1.6769 -0.0503 -0.0912  -0.358
C3 -0.9618 1.0504 -0.0881  0.283
C4 -1.4668 2.4949 -0.0115  -0.673
C5 0.3837 0.7286 -0.0308  -0.146
N3 1.4689 1.5439 0.0375  0.528
O1 2.5543 1.0127 0.2126  -0.390
O2 1.3026 2.7501 -0.0870  -0.420
H1 1.9226 -3.8917 -0.3921  0.215
H2 0.2622 -3.3837 -0.6525  0.238
H3 0.9114 -3.7908 0.9932  0.226
H4 -2.7174 -0.0983 -0.1205  0.431
H5 -1.5810 2.6362 1.0946  0.239
H6 -0.6614 3.1644 -0.4230  0.285
H7 -2.4140 2.6971 -0.4895  0.223

[2]
The following is a DFT calculation (ωB97M-V/def2-TZVPD) of C5H7N3O5S5SbY as an isolated structure at a distorted geometry.

Computed properties:
Electronic energy, eV: -81772.6292
Maximum force, eV Å⁻¹: 4.46
HOMO, eV: -1.7
Charge: -2

Last column: natural (NBO) charge in e.
CARTESIAN COORDINATES (ANGSTROEM)
Y1 -0.4802 -1.8786 1.3782  1.922
S1 2.5326 -2.7874 -2.1859  -0.937
Sb1 1.5789 -4.0090 -0.3938  1.363
S2 -0.8124 -3.9038 -0.4202  -0.914
S3 1.9988 -2.7966 1.6669  -0.937
S4 2.1539 -6.2929 -0.1215  -0.895
O1 -1.9614 -1.2245 2.9730  -1.129
S5 -1.5572 0.2827 3.0103  2.581
O2 -1.2127 0.6093 4.3565  -1.010
O3 -0.3445 0.2771 2.1275  -1.113
O4 -2.6268 1.0607 2.3964  -1.026
C1 -2.4298 1.9291 -1.1907  -0.399
N1 -1.0006 1.5574 -1.1064  -0.406
C2 0.0357 2.4166 -1.0045  0.084
C3 1.3302 2.1597 -0.9549  -0.357
C4 1.5898 0.7224 -0.7065  0.495
N2 0.5930 -0.0728 -0.5010  -0.590
C5 -0.6952 0.2514 -0.6858  0.800
O5 -1.6166 -0.5744 -0.4523  -0.691
N3 2.7858 0.1511 -0.8066  -0.760
H1 -3.0655 1.1453 -0.7917  0.272
H2 -2.7068 1.9588 -2.2455  0.184
H3 -2.5188 2.8902 -0.7301  0.203
H4 -0.2622 3.4544 -1.2634  0.191
H5 2.2396 2.8745 -1.0793  0.226
H6 3.5899 0.6609 -0.4872  0.377
H7 2.8628 -0.8615 -0.7816  0.466

[3]
The following is a DFT calculation (ωB97M-V/def2-TZVPD) of a single C5H7N3OS molecule at a distorted geometry.

Computed properties:
Electronic energy, eV: -22646.3240
Maximum force, eV Å⁻¹: 4.32
HOMO (alpha / beta), eV: -8.7 / -8.7
Charge: 0

Last column: natural (NBO) charge in e.
CARTESIAN COORDINATES (ANGSTROEM)
C1 0.8519 0.0483 -2.8284  0.022
C2 -2.0361 -0.8603 0.7160  0.710
C3 0.0357 -0.6920 -0.4981  -0.477
C4 0.2398 0.5826 0.2375  -0.158
C5 1.7117 0.9454 0.4484  -0.616
N1 1.8165 0.5361 -3.2111  -0.340
N2 -2.9192 -1.5711 0.2889  -0.702
N3 -0.3522 0.5266 1.5846  -0.267
O1 -1.6866 0.0175 1.5909  -0.363
S1 -0.5241 -0.6714 -2.1772  0.343
H1 0.5772 -1.5781 -0.2038  0.215
H2 -0.2704 1.3979 -0.2904  0.217
H3 2.2379 0.1333 0.9501  0.203
H4 1.7885 1.8493 1.0505  0.225
H5 2.1779 1.1184 -0.5202  0.246
H6 -3.8430 -1.6771 0.6887  0.395
H7 0.1945 -0.1056 2.1736  0.347

[4]
The following is a DFT calculation (ωB97M-V/def2-TZVPD) of a single C5H7N3OS2 molecule at a distorted geometry.

Computed properties:
Electronic energy, eV: -33485.5140
Maximum force, eV Å⁻¹: 3.78
Structure (SMILES): CSc1nc(C(N)=O)c(N)s1
HOMO, eV: -8.2
Charge: 0

Last column: natural (NBO) charge in e.
CARTESIAN COORDINATES (ANGSTROEM)
C1 3.4410 1.2691 -0.0780  -0.775
S1 3.3340 -0.5244 0.0007  0.269
C2 1.5334 -0.6545 0.1589  -0.057
N1 0.7193 0.3764 0.2456  -0.428
C3 -0.5797 -0.1368 0.0029  -0.107
C4 -1.5585 0.9857 0.0284  0.648
N2 -2.8347 0.5943 0.3026  -0.823
O1 -1.1931 2.0653 -0.3480  -0.562
C5 -0.8667 -1.4636 0.0432  0.025
N3 -2.1230 -2.0924 -0.1858  -0.846
S2 0.7342 -2.2870 0.0336  0.314
H1 3.2056 1.5199 1.0821  0.242
H2 4.5551 1.4761 -0.2791  0.240
H3 2.7075 1.7649 -0.8300  0.265
H4 -3.4957 1.3157 0.4243  0.403
H5 -2.9134 -0.1590 0.8666  0.387
H6 -2.5717 -1.1501 -0.5802  0.407
H7 -2.0938 -2.8994 -0.8877  0.399

[5]
The following is a DFT calculation (ωB97M-V/def2-TZVPD) of a single C5H7N3S molecule at a distorted geometry.

Computed properties:
Electronic energy, eV: -20598.1193
Maximum force, eV Å⁻¹: 5.28
⟨S²⟩: 2.02
HOMO (alpha / beta), eV: -4.9 / -8.2
Charge: 0
Multiplicity: 3

Last column: natural (NBO) charge in e.
CARTESIAN COORDINATES (ANGSTROEM)
C1 1.9821 -1.0338 -0.3596  -0.113
C2 0.8260 -0.2835 -0.4902  0.046
C3 1.1538 0.9499 0.1056  -0.021
C4 -1.5178 0.3507 -0.4305  -0.096
C5 -2.0543 -0.1710 0.8425  -0.636
N1 2.9342 -0.2726 0.2285  -0.202
N2 2.3885 0.9096 0.5508  -0.384
N3 -0.4807 -0.5202 -0.9632  -0.578
S1 -0.5664 2.0397 -0.1335  0.066
H1 2.3060 -1.9682 -0.8370  0.222
H2 -2.2659 0.3224 -1.1582  0.205
H3 -2.8762 0.4611 1.1723  0.225
H4 -1.4317 -0.4595 1.7666  0.238
H5 -2.5185 -1.0632 0.3730  0.213
H6 2.8482 1.5582 1.1814  0.419
H7 -0.7274 -0.8196 -1.8487  0.395

[6]
The following is a DFT calculation (ωB97M-V/def2-TZVPD) of C5H7N4O as an isolated structure at a distorted geometry.

Computed properties:
Electronic energy, eV: -13293.1128
Maximum force, eV Å⁻¹: 6.95
⟨S²⟩: 2.02
HOMO (alpha / beta), eV: -10.8 / -15.5
Charge: +1
Multiplicity: 3

Last column: Mulliken spin population.
CARTESIAN COORDINATES (ANGSTROEM)
C1 -1.7763 0.1386 1.5302  0.412
C2 -0.0864 -0.0642 0.2313  0.241
C3 0.0312 -1.3087 2.1038  -0.099
C4 1.9669 0.0058 -1.2759  0.024
C5 0.1231 1.0472 -2.3862  0.009
N1 -1.1871 0.6091 0.4869  0.322
N2 0.5246 -0.9898 0.8085  0.515
N3 -1.3084 -0.8477 2.2869  0.303
N4 0.7664 0.2647 -1.4445  -0.015
O1 0.6289 -1.8182 2.9670  0.275
H1 -2.5801 0.7359 1.9055  0.030
H2 2.7008 0.0682 -2.1300  -0.001
H3 2.0700 -0.6249 -0.3431  0.003
H4 0.7322 1.9224 -2.7279  -0.001
H5 -0.8938 1.3920 -1.9652  -0.003
H6 0.0147 0.3719 -3.2472  0.001
H7 -1.7265 -0.9023 3.1999  -0.014

[7]
The following is a DFT calculation (ωB97M-V/def2-TZVPD) of an isolated ion of composition C5H7N4S2 and charge -1 at a distorted geometry.

Computed properties:
Electronic energy, eV: -32927.4161
Maximum force, eV Å⁻¹: 3.21
Structure (SMILES): C/C(=N/C(N)=N/[S-])C(N)=C=S
HOMO, eV: -2.6
Charge: -1

Last column: natural (NBO) charge in e.
CARTESIAN COORDINATES (ANGSTROEM)
C1 2.0756 1.1614 -0.5114  -0.666
C2 0.6576 0.6448 -0.3429  0.285
N1 -0.2676 1.4306 0.0188  -0.403
C3 -1.5201 0.8913 0.2863  0.417
N2 -1.7707 0.4054 1.5742  -0.932
N3 -2.4597 1.2288 -0.6013  -0.602
S1 -4.0707 0.8190 -0.1676  -0.339
C4 0.5557 -0.7973 -0.4520  -0.170
N4 1.7290 -1.5370 -0.7571  -0.824
C5 -0.5595 -1.4566 -0.1932  -0.050
S2 -1.6398 -2.5675 0.1141  0.091
H1 2.4639 1.5004 0.4424  0.214
H2 2.1977 2.0432 -1.0078  0.228
H3 2.7378 0.3840 -0.8412  0.220
H4 -2.8920 0.3212 1.4692  0.400
H5 -1.1780 -0.4278 1.9659  0.384
H6 2.4100 -1.4982 0.0677  0.360
H7 1.5309 -2.5457 -1.0640  0.385

[8]
The following is a DFT calculation (ωB97M-V/def2-TZVPD) of an isolated ion of composition C5H7N6S and charge +1 at a distorted geometry.

Computed properties:
Electronic energy, eV: -25062.9921
Maximum force, eV Å⁻¹: 4.56
HOMO, eV: -13.4
Charge: +1

Last column: natural (NBO) charge in e.
CARTESIAN COORDINATES (ANGSTROEM)
C1 -3.0244 -0.3839 -0.1802  -0.003
C2 1.5681 -0.7987 -0.5370  0.461
C3 -1.3672 0.9807 0.3406  0.488
C4 1.4882 -2.3016 -0.4736  -0.673
C5 -0.6531 2.1032 1.0509  -0.671
N1 -2.6430 0.7289 0.3050  -0.431
N2 2.8075 -0.2239 -0.6086  -0.358
N3 2.7975 0.9892 -0.4464  0.280
N4 2.3620 1.9937 -0.3751  0.123
N5 0.6435 0.1142 -0.3468  -0.380
N6 -0.6446 -0.0503 -0.2194  -0.244
S1 -1.6733 -1.3986 -0.7424  0.552
H1 -3.9996 -0.9434 -0.2647  0.272
H2 2.3696 -2.8117 -0.6957  0.277
H3 1.0579 -2.5348 0.5273  0.262
H4 0.5328 -2.6189 -1.0207  0.236
H5 -1.5422 2.5811 1.7278  0.277
H6 0.2104 1.7653 1.6163  0.263
H7 -0.2901 2.8095 0.3427  0.269

[9]
The following is a DFT calculation (ωB97M-V/def2-TZVPD) of a 2-piece molecular cluster, C5H7NO overall.

Computed properties:
Electronic energy, eV: -8830.1748
Maximum force, eV Å⁻¹: 0.31
Structure (SMILES): C(=C1CN1)=C1CO1.[H][H]
HOMO, eV: -8.8
Charge: 0

Last column: natural (NBO) charge in e.
CARTESIAN COORDINATES (ANGSTROEM)
C1 -0.0245 -0.4278 0.2831  -0.099
C2 -1.3097 -0.3645 0.1376  0.124
C3 -2.5379 0.3475 -0.1871  -0.266
N1 -2.5053 -1.0938 0.1606  -0.569
C4 1.2605 -0.4456 0.4149  0.228
C5 2.6375 -0.5267 0.0075  -0.121
O1 2.2130 -0.3115 1.3861  -0.456
H1 -2.6920 0.6345 -1.2262  0.200
H2 -3.0351 0.9754 0.5476  0.208
H3 -2.6303 -1.7159 -0.6335  0.368
H4 3.1158 0.3309 -0.4632  0.195
H5 3.0967 -1.4969 -0.1733  0.195
H6 1.4770 1.8338 1.9533  0.011
H7 1.1077 2.4801 1.9394  -0.017

[10]
The following is a DFT calculation (ωB97M-V/def2-TZVPD) of a 2-piece molecular cluster, C5H7NO overall at a distorted geometry.

Computed properties:
Electronic energy, eV: -8829.4908
Maximum force, eV Å⁻¹: 1.06
HOMO, eV: -8.0
Charge: 0

Last column: natural (NBO) charge in e.
CARTESIAN COORDINATES (ANGSTROEM)
O1 1.3683 0.6462 1.9247  -0.442
C1 1.5761 1.3689 1.0335  0.416
C2 0.4631 0.9173 -0.7393  -0.358
C3 0.1149 -0.4749 -1.0700  -0.093
C4 -0.2200 -1.3098 0.1620  -0.439
C5 -1.2528 -0.2097 0.4844  -0.228
N1 -0.9516 0.5421 -0.7794  -0.384
H1 1.5223 1.8760 0.0589  0.318
H2 0.7040 1.5275 -1.6199  0.197
H3 0.2405 -0.8824 -2.0719  0.201
H4 0.5858 -1.4886 0.8781  0.213
H5 -0.6901 -2.2627 -0.0935  0.212
H6 -1.1047 0.3710 1.3991  0.189
H7 -2.2868 -0.5621 0.4538  0.200

[11]
The following is a DFT calculation (ωB97M-V/def2-TZVPD) of a single C5H7NO molecule at a distorted geometry.

Computed properties:
Electronic energy, eV: -8832.1309
Maximum force, eV Å⁻¹: 5.70
Structure (SMILES): C=C[C@H]1CN1C=O
HOMO, eV: -9.6
Charge: 0

Last column: natural (NBO) charge in e.
CARTESIAN COORDINATES (ANGSTROEM)
C1 -2.2499 0.9373 -0.8477  -0.360
C2 -1.2279 0.9355 0.0227  -0.175
C3 -0.1195 0.0179 0.2525  -0.122
C4 0.6647 -0.9613 -0.6379  -0.230
N1 1.3070 0.0730 0.0522  -0.422
C5 2.1415 -0.4446 1.1108  0.542
O1 3.0607 -1.1827 0.9382  -0.525
H1 -2.3906 0.2417 -1.5209  0.167
H2 -2.6608 1.9726 -1.3349  0.210
H3 -1.2935 1.7347 0.6979  0.196
H4 -0.3234 -0.3506 1.2008  0.187
H5 0.6662 -2.0784 -0.4026  0.214
H6 0.4615 -0.8235 -1.6620  0.201
H7 1.9641 -0.0717 2.1309  0.115

[12]
The following is a DFT calculation (ωB97M-V/def2-TZVPD) of a single C5H7NO molecule at a distorted geometry.

Computed properties:
Electronic energy, eV: -8834.9320
Maximum force, eV Å⁻¹: 2.15
Structure (SMILES): O=C1CC=CCN1
HOMO, eV: -8.8
Charge: 0

Last column: natural (NBO) charge in e.
CARTESIAN COORDINATES (ANGSTROEM)
O1 1.3707 2.1939 0.6752  -0.604
C1 0.7809 1.2248 0.2359  0.691
C2 1.4423 -0.1177 -0.0327  -0.542
C3 0.5171 -1.2905 0.1843  -0.221
C4 -0.7222 -1.1993 -0.2934  -0.196
C5 -1.3986 0.1281 -0.2445  -0.250
N1 -0.5409 1.2773 -0.1234  -0.627
H1 2.3592 -0.1712 0.5508  0.240
H2 1.7346 -0.1177 -1.0945  0.237
H3 0.8413 -2.1428 0.7730  0.215
H4 -1.4496 -2.0032 -0.3788  0.214
H5 -1.7189 -0.2616 0.7580  0.223
H6 -2.2214 0.3363 -0.9433  0.213
H7 -0.9651 2.1907 -0.0247  0.407

What is the formula in the tenth record?
C5H7NO